# 1
Entry from the OMol25 dataset: C4H3Li2O2Pd as an isolated structure in a non-equilibrium geometry (ωB97M-V/def2-TZVPD).

Atoms and positions in Å:
C 0.8933 -0.2872 -0.0432
O 0.9265 -1.4236 -0.4464
Li 2.3418 -2.7403 -0.3403
Pd -2.2389 0.5170 0.3576
C 0.0540 1.4462 2.1402
C -0.7738 1.1545 1.1307
C -0.2212 0.7050 -0.2462
O -1.2665 0.1346 -0.9855
Li -0.9238 -1.4540 -1.7914
H 0.4418 0.5383 2.7229
H 0.2339 1.5743 -0.7583
H 0.9571 2.0537 1.9791

As for the charge: +2. Its total energy is -12156.5692 eV. For the HOMO energy (alpha / beta), the calculation gives -14.54 / -16.77 eV. Its expectation value of S² is 3.79. Its spin multiplicity is 4. The calculation puts the gap between HOMO and LUMO (alpha / beta) at 6.10 / 7.19 eV. The value obtained for the LUMO energy (alpha / beta) is -8.44 / -9.58 eV.

=====

# 2
Entry from the OMol25 dataset: C4H3Li2O2Tm as an isolated structure in a non-equilibrium geometry (ωB97M-V/def2-TZVPD).

Atoms and positions in Å:
C 0.0372 0.2099 0.9454
O -0.8407 1.1963 1.0230
Li 3.8707 0.6961 -1.4756
Li 0.1651 2.1979 2.4192
H 0.6299 -0.9526 0.7102
C 1.3790 0.2764 1.3467
C 1.9980 1.6290 1.4968
C 2.3575 2.3174 0.3943
O 2.1793 1.9043 -0.9231
Tm 0.2056 1.5256 -1.1279
H 1.6808 -0.4742 2.0857
H 2.9300 3.2535 0.4410

As for the charge: +2. Its total energy is -38210.4748 eV. For the HOMO energy (alpha / beta), the calculation gives -15.64 / -15.28 eV. Its expectation value of S² is 2.04. Its spin multiplicity is 3. The calculation puts the gap between HOMO and LUMO (alpha / beta) at 7.51 / 6.54 eV. Its relative energy (zero: lowest compared OMol25 entry of this formula, charge and spin) is 392.85 kJ/mol. The value obtained for the LUMO energy (alpha / beta) is -8.13 / -8.74 eV.

=====

# 3
Entry from the OMol25 dataset: C4H3LiO6Tb as an isolated structure in a non-equilibrium geometry (ωB97M-V/def2-TZVPD).

Atoms and positions in Å:
O 0.3467 0.9134 -3.8769
C -0.2065 0.3234 -2.9069
O -0.6241 -0.8613 -2.9906
O -0.3020 1.0229 -1.7717
C -0.9482 0.4818 -0.6116
O -0.6092 -0.0370 1.6653
C 0.1241 0.0474 2.7866
C 0.0076 0.1221 0.3980
O 1.3660 0.1681 2.7431
O -0.4992 -0.2284 3.8538
Li 0.0589 -0.7564 -4.8225
Tb 1.1765 -0.6136 5.8121
H -1.6186 -0.3362 -0.9034
H 0.8686 0.7998 0.4463
H 0.8593 -1.0458 0.1785

As for the charge: 0. Its total energy is -39117.6534 eV. For the HOMO energy (alpha / beta), the calculation gives -8.22 / -6.02 eV. Its expectation value of S² is 16.40. Its spin multiplicity is 8. The calculation puts the gap between HOMO and LUMO (alpha / beta) at 7.74 / 5.54 eV. The value obtained for the LUMO energy (alpha / beta) is -0.48 / -0.49 eV.

=====

# 4
Entry from the OMol25 dataset: one molecule with the formula C4H3N in a non-equilibrium geometry (ωB97M-V/def2-TZVPD).

Atoms and positions in Å:
C 1.7971 0.6500 0.0231
C 0.7768 0.0215 0.0938
C -0.5049 -0.6898 0.1590
C -1.5141 0.2723 -0.2894
N -2.0932 1.1984 -0.6659
H 2.7400 1.1461 -0.0153
H -0.7107 -1.0243 1.1815
H -0.4910 -1.5742 -0.4868

As for the charge: 0. Its total energy is -5684.0974 eV. As for the SMILES: C#CCC#N. For the HOMO energy, the calculation gives -10.80 eV. Its spin multiplicity is 1. The calculation puts the gap between HOMO and LUMO at 11.55 eV. Its relative energy (zero: lowest compared OMol25 entry of this formula, charge and spin) is 39.59 kJ/mol. The value obtained for the LUMO energy is 0.75 eV.